{"formula": "C16H62N8O15", "method": "ωB97M-V/def2-TZVPD", "fmax_ev_per_a": 9.24, "e_lumo_ev": 0.124, "relative_energy_ev": 2.7487, "homo_lumo_gap_ev": 9.20, "e_tot_ev": -60221.7355, "symbols": ["C", "C", "O", "H", "H", "H", "H", "H", "H", "C", "O", "N", "N", "H", "H", "H", "H", "C", "O", "N", "N", "H", "H", "H", "H", "C", "O", "N", "N", "H", "H", "H", "H", "C", "O", "N", "N", "H", "H", "H", "H", "C", "O", "H", "H", "H", "H", "C", "O", "H", "H", "H", "H", "C", "O", "H", "H", "H", "H", "C", "O", "H", "H", "H", "H", "C", "O", "H", "H", "H", "H", "C", "O", "H", "H", "H", "H", "C", "O", "H", "H", "H", "H", "C", "O", "H", "H", "H", "H", "C", "O", "H", "H", "H", "H", "C", "O", "H", "H", "H", "H"], "xyz": [[2.69175, -3.62408, -1.40938], [2.51975, -2.59108, -0.33538], [1.67075, -2.64308, 0.72762], [1.73775, -3.94608, -1.87038], [3.22875, -4.42308, -1.02338], [3.31375, -3.25808, -2.24338], [2.17975, -1.61908, -0.76238], [3.47375, -2.25908, 0.04262], [0.94375, -2.09008, 0.45462], [-1.11425, -2.71808, 3.12362], [-1.94525, -3.56008, 2.55762], [-0.05725, -3.20508, 3.62562], [-1.28925, -1.49208, 3.59962], [0.03675, -4.17708, 3.26462], [0.67775, -2.67508, 4.16262], [-0.66925, -1.00408, 4.24362], [-2.12925, -1.07808, 3.24762], [-0.18125, 0.02092, 0.06562], [-0.15925, 0.89492, 1.15462], [-0.50925, -1.19208, 0.28462], [0.20875, 0.25292, -1.11238], [-0.68225, -1.44908, 1.20862], [-0.65425, -1.89908, -0.48238], [0.50675, 1.20692, -1.30838], [0.04275, -0.20008, -2.00938], [0.09075, 2.85392, -2.68338], [0.53575, 2.30592, -3.94538], [-0.98325, 3.52392, -2.55338], [0.85175, 2.78592, -1.61538], [-1.58925, 3.45392, -3.37138], [-1.38725, 3.99292, -1.73738], [1.83575, 2.53492, -1.71038], [0.46375, 3.11892, -0.66138], [-1.22025, 4.38592, 0.62262], [-2.05225, 3.73892, 1.53262], [-1.73625, 5.16192, -0.36238], [0.02375, 4.18092, 0.49262], [-1.25825, 5.70992, -1.10238], [-2.79725, 5.28692, -0.38738], [0.52075, 3.66292, 1.21962], [0.57175, 4.76892, -0.20438], [-1.02425, 1.47392, 4.14862], [0.29375, 1.13392, 4.03362], [-1.59725, 0.63192, 4.64262], [-1.51725, 1.57892, 3.16462], [-1.17025, 2.41392, 4.56562], [0.62775, 1.37292, 3.17362], [2.52275, 2.81792, 1.31762], [1.88575, 3.19592, 2.55762], [3.50775, 2.40992, 1.59062], [2.64875, 3.68092, 0.85362], [1.86475, 2.13692, 0.77762], [2.41475, 3.90992, 3.01562], [2.91975, -0.32408, 2.29262], [4.19275, 0.27692, 2.46862], [2.42175, -0.01508, 1.34762], [2.27175, 0.02692, 3.16962], [3.05075, -1.37908, 2.41562], [4.75175, -0.35008, 2.90862], [-3.22725, 1.18992, -1.44338], [-3.69625, 2.10792, -0.48438], [-2.20325, 1.31392, -1.21738], [-3.44225, 1.58392, -2.39238], [-3.59925, 0.20592, -1.30238], [-2.88125, 2.39392, -0.03638], [-4.02025, 0.21392, 1.85162], [-4.20525, -0.84308, 2.65962], [-3.96225, 1.03492, 2.52762], [-4.76025, 0.28292, 1.10962], [-3.03525, 0.18392, 1.36362], [-5.08625, -0.83208, 2.98462], [-3.79325, -2.58308, -0.34938], [-4.65225, -3.67408, -0.78738], [-2.78825, -3.04708, -0.43238], [-3.90725, -2.10308, 0.62862], [-3.98425, -1.90108, -1.24238], [-4.47225, -4.29108, -0.08638], [4.19475, 0.90292, -0.78938], [3.29975, 1.66692, -1.54238], [5.07075, 0.64192, -1.31538], [3.82475, -0.07408, -0.47038], [4.60075, 1.43492, 0.13462], [3.17775, 1.18592, -2.38338], [-1.49425, -0.72308, -3.56138], [-0.03925, -1.00308, -3.53638], [-1.93325, -1.06608, -2.61138], [-1.93925, -1.24908, -4.38438], [-1.74425, 0.25492, -3.54338], [0.12075, -1.90008, -3.94038], [3.17075, -0.79808, -3.31538], [3.32775, 0.33692, -4.09238], [2.20175, -0.63308, -2.76038], [3.90675, -1.29108, -2.63738], [2.94775, -1.57708, -4.00738], [2.90575, 0.20892, -4.91038], [-0.61425, -4.32908, -0.51338], [-0.52925, -3.40908, -1.54638], [0.27275, -4.85708, -0.10138], [-1.47225, -4.97408, -0.73938], [-1.01525, -3.83208, 0.33162], [-0.30225, -3.88508, -2.29938]], "forces_ev_per_angstrom": [[-1.22, 0.52, -1.03], [0.82, 3.90, -1.70], [-0.71, -2.50, 1.71], [0.59, 0.03, 0.46], [0.73, -1.99, 0.66], [-0.23, 0.24, 0.47], [0.57, -0.52, -1.03], [0.99, -0.49, 0.21], [-0.58, 0.06, 0.50], [-4.74, -2.06, 0.36], [1.97, 3.54, 0.29], [6.00, -3.96, 1.15], [-2.13, 1.63, -1.34], [0.82, 1.10, 1.01], [-1.25, -1.15, -1.27], [-0.19, -0.27, -0.81], [-0.40, 0.77, 0.44], [0.25, 4.74, 6.66], [0.19, -2.91, -5.03], [-1.94, -4.83, -0.80], [1.54, 3.12, -4.18], [-0.83, -0.37, 1.55], [0.13, 1.23, 0.95], [-0.03, -0.35, 0.39], [0.11, -1.05, 0.77], [5.29, -3.13, -6.78], [-2.62, 2.54, 6.45], [-4.87, 1.52, -1.68], [0.97, 0.85, 2.22], [0.17, 0.20, 0.42], [0.51, -0.74, -0.29], [-0.24, -0.04, 0.19], [0.90, -1.18, -2.43], [-7.94, -2.55, 3.98], [4.32, 3.47, -4.76], [-3.69, 1.71, -1.14], [5.27, 0.71, -0.09], [-0.03, -0.57, 1.38], [2.26, -0.36, 0.41], [-0.11, 0.29, 0.23], [-0.87, -0.94, 1.77], [-2.35, -1.84, -1.63], [1.58, -0.85, 0.83], [0.49, 1.34, 0.10], [0.29, -0.22, 0.08], [-0.30, 1.62, 1.53], [-0.02, 0.16, -0.61], [0.51, -2.72, 3.27], [0.01, 0.74, 0.78], [-0.47, -0.30, -0.55], [0.85, 3.70, -2.99], [0.22, -0.16, 0.30], [-0.83, -1.35, -0.90], [-1.11, 1.06, 1.82], [0.24, 0.85, -0.73], [0.59, -0.39, 0.60], [0.48, -0.49, -1.30], [-0.43, -0.75, -0.52], [0.37, -0.29, 0.27], [0.43, 1.24, 1.23], [-0.60, 0.83, 0.89], [1.69, -1.34, -1.01], [-0.33, 0.14, -1.66], [-0.32, -0.92, 0.15], [-0.96, 0.28, 0.61], [1.76, 1.87, -0.52], [0.74, -3.52, 1.28], [-0.21, 1.72, -0.24], [-1.03, 0.53, -1.08], [-0.17, -0.31, 0.05], [-1.00, -0.14, 0.52], [0.48, -0.11, -3.17], [-0.04, 0.68, 1.38], [-0.28, 1.07, 0.22], [-0.59, -0.45, -0.17], [0.78, -0.15, 1.54], [-0.44, -1.06, 0.24], [0.93, 0.03, 2.32], [0.12, -0.30, -0.38], [1.20, 0.00, -1.17], [-0.58, 0.24, 0.20], [-1.04, -0.47, -1.27], [0.00, 0.66, -0.03], [1.32, -3.91, 1.06], [-1.10, -0.66, -1.08], [0.10, -0.54, -0.28], [-0.34, -0.06, -0.37], [0.16, 3.47, -0.68], [-0.45, 1.53, 0.77], [-2.87, -1.64, 0.68], [2.73, 1.61, 1.56], [1.07, -0.58, 0.05], [0.40, 1.66, -0.59], [-0.30, -1.19, -0.39], [-0.91, -0.06, -1.38], [-1.43, -1.55, 1.40], [0.40, 1.71, 0.97], [-0.16, 0.34, -1.08], [0.53, -0.75, -0.04], [-0.13, 0.80, 1.09], [0.54, -0.95, -2.26]]}